No. 1
10 unconnected molecules or ions with the total composition C60H124Br2N12, computed with ωB97M-V/def2-TZVPD.

Structure (ORCA input):
```
! RIJCOSX wB97M-V def2-TZVPD def2/J DEFGRID3
* xyz 6 1
C -4.492 1.583 2.133
C -5.326 2.666 1.450
N -5.432 3.893 2.279
C -5.705 3.944 3.632
C -5.878 5.253 3.944
N -5.546 5.983 2.830
C -5.350 5.143 1.821
C -5.575 7.459 2.774
H -3.476 1.962 2.259
H -4.489 0.702 1.492
H -4.841 1.301 3.125
H -6.353 2.320 1.353
H -4.863 2.937 0.506
H -5.952 3.035 4.149
H -6.125 5.725 4.880
H -5.108 5.407 0.807
H -6.559 7.808 3.072
H -5.328 7.785 1.769
H -4.814 7.816 3.463
C -3.108 -0.797 5.332
C -1.617 -1.118 5.294
N -1.164 -1.499 6.642
C -1.617 -2.619 7.295
C -0.958 -2.702 8.467
N 0.002 -1.719 8.440
C -0.155 -0.990 7.342
C 0.840 -1.345 9.580
H -3.725 -1.649 5.606
H -3.436 -0.439 4.357
H -3.263 0.017 6.043
H -1.092 -0.205 5.008
H -1.352 -1.870 4.547
H -2.446 -3.212 6.951
H -0.998 -3.418 9.270
H 0.396 -0.111 7.063
H 1.109 -0.294 9.538
H 1.738 -1.958 9.635
H 0.292 -1.517 10.504
C 4.480 -2.304 -3.788
C 5.167 -2.383 -2.429
N 6.564 -2.824 -2.591
C 7.045 -4.071 -2.247
C 8.385 -4.009 -2.362
N 8.704 -2.770 -2.871
C 7.589 -2.072 -2.991
C 10.073 -2.377 -3.229
H 4.855 -1.421 -4.305
H 3.400 -2.332 -3.723
H 4.801 -3.180 -4.354
H 4.669 -3.092 -1.768
H 5.169 -1.434 -1.889
H 6.381 -4.871 -1.972
H 9.134 -4.770 -2.220
H 7.440 -1.059 -3.323
H 10.484 -1.700 -2.484
H 10.061 -1.855 -4.183
H 10.701 -3.256 -3.320
C 2.521 4.818 -3.635
C 3.483 5.652 -2.819
N 3.277 5.440 -1.369
C 4.200 4.958 -0.478
C 3.658 5.045 0.759
N 2.388 5.554 0.596
C 2.192 5.800 -0.695
C 1.411 5.877 1.619
H 1.480 5.132 -3.541
H 2.568 3.754 -3.394
H 2.791 4.909 -4.688
H 3.379 6.715 -3.035
H 4.521 5.418 -3.043
H 5.178 4.622 -0.773
H 4.019 4.860 1.756
H 1.312 6.280 -1.089
H 1.077 6.911 1.529
H 1.772 5.739 2.633
H 0.505 5.278 1.498
C 1.125 1.555 -5.562
C -0.369 1.286 -5.588
C -1.202 2.569 -5.499
C -2.662 2.201 -5.327
N -3.613 3.349 -5.099
C -5.004 2.767 -4.860
C -5.672 2.608 -6.224
C -4.951 3.574 -7.166
C -3.779 4.186 -6.371
C -3.263 4.168 -3.918
H 1.720 0.646 -5.461
H 1.377 2.178 -4.697
H 1.443 2.040 -6.483
H -0.701 0.567 -4.828
H -0.665 0.795 -6.520
H -1.077 3.098 -6.448
H -0.871 3.223 -4.690
H -2.788 1.593 -4.428
H -3.070 1.640 -6.168
H -5.554 3.412 -4.181
H -4.849 1.810 -4.359
H -6.708 2.904 -6.070
H -5.637 1.578 -6.570
H -5.602 4.403 -7.443
H -4.583 3.187 -8.113
H -4.005 5.200 -6.051
H -2.840 4.108 -6.906
H -3.193 3.440 -3.100
H -4.065 4.860 -3.690
H -2.297 4.646 -4.041
C 3.954 -5.868 1.142
C 4.863 -5.157 2.133
C 4.341 -3.763 2.485
C 5.305 -2.997 3.365
N 4.951 -1.539 3.570
C 5.182 -0.739 2.317
C 5.284 0.700 2.779
C 5.973 0.609 4.154
C 5.841 -0.857 4.574
C 3.524 -1.432 4.045
H 4.121 -5.440 0.143
H 2.905 -5.771 1.405
H 4.305 -6.889 0.998
H 5.913 -5.058 1.834
H 4.938 -5.732 3.062
H 3.394 -3.887 3.020
H 4.089 -3.141 1.618
H 6.326 -2.952 2.976
H 5.384 -3.418 4.370
H 4.389 -0.982 1.610
H 6.099 -1.141 1.882
H 4.252 1.062 2.826
H 5.826 1.327 2.075
H 5.481 1.310 4.823
H 7.029 0.838 4.054
H 5.493 -1.037 5.589
H 6.816 -1.343 4.521
H 3.436 -2.192 4.814
H 2.843 -1.629 3.214
H 3.347 -0.411 4.377
C -0.670 -2.802 -3.400
C 0.717 -2.624 -2.764
C 0.996 -1.231 -2.212
C 0.179 -0.936 -0.963
N 0.456 0.385 -0.268
C 0.242 1.516 -1.287
C -0.203 2.709 -0.468
C -1.178 2.119 0.561
C -0.637 0.688 0.764
C 1.789 0.483 0.345
H -1.471 -2.640 -2.677
H -0.723 -3.816 -3.788
H -0.815 -2.063 -4.190
H 1.483 -2.800 -3.517
H 0.785 -3.371 -1.969
H 0.796 -0.454 -2.962
H 2.078 -1.114 -2.064
H 0.430 -1.674 -0.174
H -0.892 -1.056 -1.119
H 1.105 1.703 -1.918
H -0.680 1.281 -1.829
H 0.573 3.245 0.093
H -0.654 3.454 -1.127
H -1.213 2.736 1.456
H -2.179 2.066 0.130
H -0.188 0.630 1.753
H -1.453 -0.022 0.671
H 1.844 -0.257 1.145
H 1.964 1.491 0.714
H 2.516 0.235 -0.426
C -4.316 -3.555 -3.766
C -3.843 -4.788 -3.009
C -4.269 -4.899 -1.550
C -3.763 -3.720 -0.720
N -4.082 -3.895 0.742
C -5.557 -4.084 0.967
C -5.861 -3.557 2.368
C -4.666 -2.650 2.737
C -3.782 -2.600 1.502
C -3.228 -4.996 1.258
H -3.987 -2.609 -3.332
H -5.400 -3.560 -3.910
H -3.941 -3.596 -4.792
H -2.749 -4.850 -3.103
H -4.125 -5.693 -3.550
H -3.888 -5.837 -1.154
H -5.361 -4.851 -1.571
H -4.194 -2.801 -1.116
H -2.676 -3.657 -0.801
H -5.814 -5.140 0.894
H -6.091 -3.621 0.139
H -5.868 -4.410 3.042
H -6.792 -3.004 2.425
H -4.198 -2.940 3.674
H -4.985 -1.610 2.855
H -2.696 -2.588 1.607
H -4.109 -1.852 0.779
H -3.178 -4.960 2.344
H -2.214 -4.788 0.916
H -3.553 -5.957 0.879
Br -3.398 0.172 -1.960
Br 0.270 -3.300 2.353
*
```

The relative energy (zero: lowest compared OMol25 entry of this formula, charge and spin) is 0.00 kJ/mol. The LUMO energy is -10.971 eV.

---

No. 2
A single C2H4S2 molecule, computed with ωB97M-V/def2-TZVPD.

Structure (ORCA input):
```
! RIJCOSX wB97M-V def2-TZVPD def2/J DEFGRID3
* xyz 0 1
C -0.231 -0.048 0.469
C 1.098 0.001 -0.460
S -2.106 -0.350 0.164
S 2.505 -0.273 0.323
H 0.015 -0.686 1.391
H -0.242 1.050 0.788
H 0.889 0.568 -1.427
H -1.929 -0.262 -1.249
*
```

As for the SMILES: S=CCS. The relative energy (zero: lowest compared OMol25 entry of this formula, charge and spin) is 158.25 kJ/mol. The LUMO energy is -0.693 eV.

---

No. 3
A molecular structure, C2H7N, computed with ωB97M-V/def2-TZVPD.

Structure (ORCA input):
```
! RIJCOSX wB97M-V def2-TZVPD def2/J DEFGRID3
* xyz 0 1
C -1.087 -0.347 0.196
C 0.278 -0.847 -0.045
N 1.309 -0.245 0.729
H -1.251 0.155 1.068
H -1.843 -1.053 -0.428
H -0.373 0.173 -0.646
H 0.678 2.414 -0.612
H 0.336 -1.738 -0.602
H -0.057 2.435 -0.602
H 2.010 -0.946 0.944
*
```

The relative energy (zero: lowest compared OMol25 entry of this formula, charge and spin) is 444.11 kJ/mol. The LUMO energy is 0.835 eV.

---

No. 4
A gas-phase ion, C5H5F3NO2 (charge -1), computed with ωB97M-V/def2-TZVPD.

Structure (ORCA input):
```
! RIJCOSX wB97M-V def2-TZVPD def2/J DEFGRID3
* xyz -1 1
C 2.638 -1.119 0.318
C -0.263 -0.893 -0.827
C 0.229 0.747 0.801
C 2.410 0.160 -0.440
C 1.631 1.187 0.192
N -0.629 0.272 -0.232
O 3.247 -2.087 -0.188
O 2.183 -1.055 1.530
F 2.622 0.314 -1.755
F 2.209 1.850 1.261
F 1.374 2.330 -0.651
H -0.084 -0.929 -1.930
H 0.045 -1.727 -0.233
H 0.510 -0.171 1.218
H -0.094 1.648 1.448
H -0.880 0.959 -0.815
*
```

The relative energy (zero: lowest compared OMol25 entry of this formula, charge and spin) is 313.81 kJ/mol. The LUMO energy (alpha / beta) is 3.844 / 3.415 eV.

---

Copy entry 3 word for word.
A molecular structure, C2H7N, computed with ωB97M-V/def2-TZVPD.

Structure (ORCA input):
```
! RIJCOSX wB97M-V def2-TZVPD def2/J DEFGRID3
* xyz 0 1
C -1.087 -0.347 0.196
C 0.278 -0.847 -0.045
N 1.309 -0.245 0.729
H -1.251 0.155 1.068
H -1.843 -1.053 -0.428
H -0.373 0.173 -0.646
H 0.678 2.414 -0.612
H 0.336 -1.738 -0.602
H -0.057 2.435 -0.602
H 2.010 -0.946 0.944
*
```

The relative energy (zero: lowest compared OMol25 entry of this formula, charge and spin) is 444.11 kJ/mol. The LUMO energy is 0.835 eV.

---

The highest relative energy (zero: lowest compared OMol25 entry of this formula, charge and spin) belongs to which entry? C2H7N

---

What did the fourth record say?
A gas-phase ion, C5H5F3NO2 (charge -1), computed with ωB97M-V/def2-TZVPD.

Structure (ORCA input):
```
! RIJCOSX wB97M-V def2-TZVPD def2/J DEFGRID3
* xyz -1 1
C 2.638 -1.119 0.318
C -0.263 -0.893 -0.827
C 0.229 0.747 0.801
C 2.410 0.160 -0.440
C 1.631 1.187 0.192
N -0.629 0.272 -0.232
O 3.247 -2.087 -0.188
O 2.183 -1.055 1.530
F 2.622 0.314 -1.755
F 2.209 1.850 1.261
F 1.374 2.330 -0.651
H -0.084 -0.929 -1.930
H 0.045 -1.727 -0.233
H 0.510 -0.171 1.218
H -0.094 1.648 1.448
H -0.880 0.959 -0.815
*
```

The relative energy (zero: lowest compared OMol25 entry of this formula, charge and spin) is 313.81 kJ/mol. The LUMO energy (alpha / beta) is 3.844 / 3.415 eV.

---

What is the relative energy (zero: lowest compared OMol25 entry of this formula, charge and spin) in the first record? 0.00 kJ/mol